Formula: C2H4N4S
Source: the OMol25 dataset
Level of theory: ωB97M-V/def2-TZVPD

ORCA input file:
```
! RIJCOSX wB97M-V def2-TZVPD def2/J DEFGRID3
* xyz 0 1
H -2.76828 -1.58870 -0.73386
N -2.75682 -0.58033 -0.49272
C -1.59733 -0.16137 0.04850
N -1.25881 1.23675 -0.04251
C 0.03275 1.34420 0.19873
N 0.71892 0.07260 0.46758
S 2.17303 -0.26672 -0.39455
N -0.37949 -0.93184 0.56242
H 0.66619 2.33876 -0.03291
H 2.87893 -0.77258 0.69541
H -0.42443 -1.38724 1.43724
*
```

Calculated values
ΔE to the lowest compared entry with this formula, charge and spin = 72.4 kcal per mole
orbital gap = 9.2 eV
LUMO energy = 0.1 eV
DFT total energy = -695.716573 Ha
strongest force on any atom = 4.7 eV/A
SMILES = [H]/N=c1/ncn(S)[nH]1
HOMO = -9.1 eV

Here are the Mulliken charges for atoms 1 to 4, given in e: atom 1 (H): 0.255, atom 2 (N): -0.581, atom 3 (C): 0.421, atom 4 (N): -0.435